(1)
The following is a DFT calculation (the ωB97M-V functional and the def2-TZVPD basis) of C38H31F3GaNO15P as an isolated structure.

Values from the calculation:
HOMO-LUMO gap in eV: 4.36
HOMO energy in eV: -4.822

Structure (ORCA input):
```
! wB97M-V def2-TZVPD RIJCOSX def2/J DEFGRID3
* xyz -1 1
N 3.888 4.635 -2.099
P 2.950 3.330 -1.850
O 2.779 2.991 -0.131
O 3.714 1.937 -2.618
Ga 0.861 3.587 -2.864
C -0.553 4.584 -1.737
O -1.251 3.769 -0.731
C -1.892 2.580 -1.314
F -2.363 2.737 -2.709
F -0.977 1.433 -1.087
F -3.126 2.323 -0.487
H 4.157 5.009 -1.150
H 3.310 3.675 0.383
H 4.226 1.428 -1.905
H 0.311 2.117 -3.192
H 1.085 4.334 -4.288
H -0.028 5.471 -1.138
H -1.329 5.132 -2.460
C 4.314 4.912 4.547
C 3.898 4.441 5.727
C 3.127 3.186 5.822
O 2.745 2.756 6.901
C 2.835 2.471 4.564
C 3.251 2.942 3.384
C 4.022 4.197 3.289
O 4.404 4.628 2.210
H 4.880 5.832 4.459
H 4.105 4.954 6.659
H 2.269 1.551 4.652
H 3.044 2.429 2.453
C 6.102 0.932 -4.193
C 6.702 1.031 -5.384
C 7.219 -0.163 -6.082
O 7.769 -0.073 -7.171
C 7.047 -1.469 -5.416
C 6.447 -1.567 -4.225
C 5.930 -0.374 -3.526
O 5.379 -0.464 -2.438
H 5.718 1.797 -3.667
H 6.835 1.981 -5.886
H 7.431 -2.334 -5.942
H 6.314 -2.518 -3.723
C -5.363 -0.874 -6.037
C -4.163 -0.590 -6.552
C -3.237 0.337 -5.872
O -2.139 0.598 -6.344
C -3.688 0.937 -4.600
C -4.888 0.653 -4.085
C -5.814 -0.274 -4.765
O -6.912 -0.535 -4.294
H -6.055 -1.551 -6.523
H -3.818 -1.022 -7.483
H -2.996 1.614 -4.114
H -5.234 1.086 -3.154
C -1.298 -1.314 4.561
C -0.492 -0.581 3.787
C 0.954 -0.867 3.698
O 1.692 -0.194 2.992
C 1.473 -1.996 4.495
C 0.668 -2.729 5.269
C -0.778 -2.443 5.358
O -1.517 -3.116 6.064
H -2.360 -1.117 4.638
H -0.858 0.250 3.196
H 2.536 -2.192 4.418
H 1.034 -3.560 5.860
C -3.579 -4.380 -5.180
C -3.121 -4.806 -3.999
C -1.820 -5.495 -3.886
O -1.400 -5.887 -2.806
C -1.045 -5.693 -5.127
C -1.504 -5.267 -6.308
C -2.804 -4.579 -6.422
O -3.224 -4.187 -7.502
H -4.531 -3.874 -5.281
H -3.677 -4.668 -3.080
H -0.093 -6.199 -5.026
H -0.948 -5.406 -7.227
C -5.979 -1.196 8.781
C -5.521 -1.622 9.962
C -4.220 -2.310 10.076
O -3.800 -2.702 11.156
C -3.445 -2.509 8.835
C -3.904 -2.083 7.654
C -5.204 -1.394 7.540
O -5.624 -1.002 6.460
H -6.931 -0.690 8.680
H -6.077 -1.483 10.882
H -2.493 -3.015 8.935
H -3.348 -2.221 6.734
*
```

***

(2)
The following is a DFT calculation (the ωB97M-V functional and the def2-TZVPD basis) of C38H32Br2HfN7O3 as an isolated structure.

Values from the calculation:
HOMO-LUMO gap in eV: 6.92
Energy above the lowest of the compared OMol25 structures with the same formula, charge and spin in kJ/mol: 183.29
HOMO energy in eV: -10.325

Structure (ORCA input):
```
! wB97M-V def2-TZVPD RIJCOSX def2/J DEFGRID3
* xyz 1 1
Hf -0.323 0.276 0.444
O -0.585 -1.515 4.416
C -0.631 -1.337 3.207
N -0.655 -0.183 2.527
C -0.655 1.053 3.198
C -0.254 1.318 4.505
C -0.404 2.598 5.017
C -0.936 3.622 4.253
C -1.342 3.373 2.951
C -1.201 2.099 2.431
N -1.634 1.746 1.127
C -2.968 1.627 0.969
O -3.828 1.760 1.823
C -3.331 1.432 -0.478
C -4.656 1.578 -0.876
C -4.949 1.539 -2.227
C -3.901 1.378 -3.123
C -2.614 1.241 -2.628
N -2.320 1.243 -1.332
C -0.688 -2.538 2.297
C -0.983 -3.765 2.891
C -0.957 -4.908 2.119
C -0.593 -4.776 0.785
C -0.332 -3.517 0.276
N -0.390 -2.390 0.998
H 0.136 0.523 5.119
H -0.109 2.793 6.037
H -1.052 4.608 4.673
H -1.799 4.141 2.344
H -5.408 1.725 -0.118
H -5.963 1.650 -2.580
H -4.075 1.358 -4.187
H -1.777 1.118 -3.306
H -1.210 -3.781 3.947
H -1.194 -5.872 2.540
H -0.510 -5.640 0.145
H -0.052 -3.412 -0.767
Br 4.779 -4.589 -3.325
C 3.869 -3.005 -2.812
C 3.003 -3.042 -1.725
C 2.312 -1.903 -1.378
C 2.513 -0.710 -2.071
C 3.382 -0.687 -3.164
C 4.053 -1.836 -3.538
N 1.772 0.387 -1.638
C 2.324 1.536 -1.610
C 1.581 2.703 -1.182
C 2.208 3.950 -1.180
C 1.461 5.075 -0.883
C 0.106 4.906 -0.651
C -0.423 3.620 -0.621
N 0.294 2.522 -0.838
H 2.866 -3.961 -1.174
H 1.637 -1.871 -0.533
H 3.510 0.220 -3.735
H 4.709 -1.824 -4.393
H 3.367 1.697 -1.897
H 3.257 4.027 -1.418
H 1.922 6.049 -0.858
H -0.531 5.758 -0.476
H -1.476 3.482 -0.418
C 3.825 0.570 1.353
C 2.436 0.194 1.894
C 2.470 -1.279 2.343
O 1.495 0.459 0.885
H 4.571 0.467 2.136
H 3.824 1.595 0.989
H 4.078 -0.092 0.525
H 2.208 0.841 2.762
H 2.197 -1.932 1.516
H 1.799 -1.459 3.176
H 3.477 -1.541 2.661
Br -2.909 -3.739 -4.812
C -2.262 -2.677 -3.393
C -1.184 -1.821 -3.587
C -0.750 -1.065 -2.515
N -1.297 -1.111 -1.296
C -2.351 -1.920 -1.132
C -2.858 -2.723 -2.135
H -0.703 -1.736 -4.549
H 0.077 -0.380 -2.624
H -2.810 -1.932 -0.152
H -3.686 -3.385 -1.940
*
```

***

(3)
The following is a DFT calculation (the ωB97M-V functional and the def2-TZVPD basis) of C38H32BrFN7O5SiW as an isolated structure.

Values from the calculation:
HOMO-LUMO gap (alpha / beta) in eV: 6.70 / 6.98
HOMO energy (alpha / beta) in eV: -10.231 / -10.716

Structure (ORCA input):
```
! wB97M-V def2-TZVPD RIJCOSX def2/J DEFGRID3
* xyz 1 3
W 0.207 -0.333 0.177
C 2.759 -2.834 -0.171
Si 2.740 -1.622 -1.633
C 2.363 -2.666 -3.155
C 4.494 -0.916 -1.599
N 1.486 -0.360 -1.479
C 1.306 0.462 -2.589
C 2.216 0.604 -3.650
C 1.984 1.468 -4.706
C 0.835 2.244 -4.767
C -0.087 2.143 -3.738
C 0.184 1.274 -2.712
F -0.736 1.187 -1.689
H 2.986 -3.828 -0.567
H 1.831 -2.925 0.374
H 3.547 -2.588 0.541
H 3.025 -3.535 -3.176
H 2.482 -2.140 -4.101
H 1.333 -3.027 -3.107
H 5.199 -1.742 -1.465
H 4.642 -0.223 -0.768
H 4.784 -0.392 -2.510
H 3.131 0.032 -3.638
H 2.724 1.543 -5.491
H 0.659 2.918 -5.593
H -1.001 2.722 -3.724
O 5.345 0.237 3.759
C 4.256 0.088 3.018
C 3.326 -0.943 3.180
C 2.262 -1.025 2.328
N 2.015 -0.169 1.303
C 2.900 0.860 1.217
Br 2.564 2.189 -0.084
C 3.997 1.025 2.021
H 5.443 -0.479 4.399
H 3.436 -1.676 3.969
H 1.540 -1.818 2.453
H 4.655 1.872 1.893
N -9.404 1.284 4.769
C -8.510 1.033 4.092
C -7.391 0.734 3.250
C -7.554 -0.052 2.112
C -6.470 -0.327 1.300
C -5.220 0.192 1.613
C -5.053 0.980 2.746
C -6.133 1.243 3.566
N -4.109 -0.077 0.766
C -4.145 -0.351 -0.585
C -2.857 -0.483 -0.985
N -2.028 -0.298 0.102
C -2.817 -0.058 1.134
H -8.528 -0.453 1.870
H -6.602 -0.961 0.434
H -4.091 1.416 2.981
H -6.010 1.855 4.449
H -5.054 -0.395 -1.155
H -2.470 -0.707 -1.963
H -2.477 0.099 2.143
O -0.438 -2.272 -0.802
C -0.511 -2.820 0.328
O -0.295 -2.035 1.337
C -0.720 -4.255 0.501
C -0.722 -4.829 1.773
C -0.803 -6.199 1.908
C -0.878 -6.984 0.767
C -0.897 -6.429 -0.505
C -0.818 -5.059 -0.637
N -0.915 -8.445 0.905
O -0.991 -9.102 -0.113
O -0.890 -8.898 2.030
H -0.656 -4.187 2.641
H -0.801 -6.675 2.878
H -0.959 -7.081 -1.363
H -0.816 -4.587 -1.610
N -1.682 5.417 4.724
C -1.377 4.584 3.994
C -1.003 3.529 3.102
C -0.516 2.331 3.618
C -0.144 1.313 2.755
C -0.235 1.427 1.356
C -0.744 2.644 0.881
C -1.116 3.679 1.720
H -0.426 2.211 4.690
H 0.228 0.394 3.199
H -0.846 2.814 -0.183
H -1.499 4.604 1.310
*
```

***

(4)
The following is a DFT calculation (the ωB97M-V functional and the def2-TZVPD basis) of C38H32ClCsIN4O6PS as an isolated structure.

Values from the calculation:
HOMO-LUMO gap in eV: 5.84
Energy above the lowest of the compared OMol25 structures with the same formula, charge and spin in kJ/mol: 73.87
HOMO energy in eV: -1.965

Structure (ORCA input):
```
! wB97M-V def2-TZVPD RIJCOSX def2/J DEFGRID3
* xyz -2 1
Cs 0.410 1.248 0.534
C -4.002 1.172 4.708
C -2.616 1.108 4.121
N -2.187 0.162 3.367
N -3.048 -0.847 3.092
C -2.513 -1.761 2.287
N -3.362 -2.839 2.084
S -0.964 -1.841 1.571
C -1.683 2.236 4.367
C -2.172 3.463 4.832
C -1.307 4.531 4.995
C 0.036 4.362 4.708
C 0.441 3.104 4.283
N -0.374 2.067 4.127
H -4.453 0.187 4.642
H -4.638 1.873 4.154
H -3.974 1.499 5.752
H -4.339 -2.632 2.223
H -3.122 -3.406 1.287
H -3.229 3.583 5.030
H -1.683 5.491 5.329
H 0.747 5.174 4.798
H 1.488 2.914 4.059
O -2.485 4.026 -1.320
Cl -1.491 3.301 -0.563
O -0.745 4.214 0.280
O -0.572 2.638 -1.475
O -2.125 2.299 0.268
I 2.801 -0.736 -1.368
C 2.594 -1.065 -3.446
C 3.779 -0.895 -4.110
C 3.914 -1.114 -5.495
C 2.837 -1.532 -6.204
C 1.581 -1.716 -5.569
C 0.504 -2.162 -6.367
C -0.728 -2.345 -5.824
C -0.925 -2.056 -4.464
C 0.070 -1.602 -3.631
P -0.480 -1.261 -1.845
C -2.040 -0.345 -2.166
C -2.173 0.533 -3.244
C -3.301 1.327 -3.376
C -4.319 1.261 -2.433
C -4.187 0.415 -1.343
C -3.049 -0.370 -1.201
C -1.059 -3.000 -1.572
C -2.362 -3.462 -1.711
C -2.670 -4.798 -1.474
C -1.676 -5.694 -1.104
C -0.369 -5.239 -0.971
C -0.068 -3.907 -1.198
C 1.403 -1.452 -4.167
H 4.648 -0.591 -3.539
H 4.873 -0.961 -5.975
H 2.909 -1.734 -7.267
H 0.689 -2.361 -7.418
H -1.557 -2.697 -6.426
H -1.921 -2.184 -4.059
H -1.377 0.618 -3.973
H -3.369 2.029 -4.198
H -5.186 1.905 -2.523
H -4.944 0.398 -0.568
H -2.919 -0.980 -0.311
H -3.154 -2.777 -1.987
H -3.695 -5.137 -1.576
H -1.919 -6.732 -0.909
H 0.415 -5.922 -0.665
H 0.948 -3.550 -1.053
C 3.774 3.964 2.267
C 3.656 2.591 1.609
O 2.937 2.492 0.628
C 4.402 1.468 2.194
C 5.467 1.722 3.074
C 6.221 0.716 3.637
C 5.884 -0.619 3.330
C 4.836 -0.915 2.499
C 4.024 0.106 1.889
O 3.032 -0.202 1.167
H 2.967 4.585 1.887
H 4.729 4.428 2.002
H 3.722 3.902 3.356
H 5.723 2.751 3.304
H 7.045 0.946 4.301
H 6.460 -1.427 3.769
H 4.564 -1.942 2.276
*
```